Entry 1:
{"formula": "C27H57N3O39S9", "method": "ωB97M-V/def2-TZVPD", "homo_energy_ev": -9.2, "charge": 0, "lumo_ev": -0.06, "smiles": "O=S1(=O)OCCO1.O=S1(=O)OCCO1.O=S1(=O)OCCO1.O=S1(=O)OCCO1.O=S1(=O)OCCO1.O=S1(=O)OCCO1.O=S1(=O)OCCO1.O=S1(=O)OCCO1.O=S1(=O)OCCO1.CNC(C)=O.CNC(C)=O.CNC(C)=O", "elements": ["C", "C", "O", "S", "O", "O", "O", "H", "H", "H", "H", "C", "C", "O", "S", "O", "O", "O", "H", "H", "H", "H", "C", "C", "O", "S", "O", "O", "O", "H", "H", "H", "H", "C", "C", "O", "S", "O", "O", "O", "H", "H", "H", "H", "C", "C", "O", "S", "O", "O", "O", "H", "H", "H", "H", "C", "C", "O", "S", "O", "O", "O", "H", "H", "H", "H", "C", "C", "O", "S", "O", "O", "O", "H", "H", "H", "H", "C", "C", "O", "S", "O", "O", "O", "H", "H", "H", "H", "C", "C", "O", "S", "O", "O", "O", "H", "H", "H", "H", "C", "C", "O", "N", "C", "H", "H", "H", "H", "H", "H", "H", "C", "C", "O", "N", "C", "H", "H", "H", "H", "H", "H", "H", "C", "C", "O", "N", "C", "H", "H", "H", "H", "H", "H", "H"], "xyz": [[3.531, -1.943, 0.230], [4.718, -2.461, -0.560], [4.289, -3.629, -1.266], [3.139, -4.408, -0.436], [3.639, -5.493, 0.359], [1.980, -4.633, -1.225], [2.848, -3.164, 0.570], [2.937, -1.239, -0.357], [3.760, -1.393, 1.139], [5.548, -2.768, 0.080], [5.142, -1.771, -1.286], [-3.083, -2.345, -2.610], [-4.574, -2.239, -2.975], [-4.607, -1.523, -4.216], [-3.117, -1.313, -4.834], [-2.943, -0.069, -5.539], [-2.725, -2.481, -5.578], [-2.441, -1.288, -3.369], [-2.526, -3.262, -2.791], [-2.880, -1.996, -1.599], [-5.099, -1.670, -2.212], [-4.984, -3.242, -3.062], [3.466, 2.445, -7.436], [2.566, 3.592, -7.032], [2.596, 3.454, -5.603], [2.344, 1.910, -5.212], [0.961, 1.537, -5.237], [3.158, 1.605, -4.083], [3.170, 1.388, -6.537], [4.505, 2.729, -7.272], [3.256, 2.199, -8.476], [1.515, 3.508, -7.310], [2.991, 4.529, -7.384], [-0.755, 0.214, 7.472], [0.398, -0.741, 7.818], [0.688, -1.511, 6.656], [0.049, -0.928, 5.332], [-0.437, -1.969, 4.472], [0.912, 0.082, 4.751], [-1.163, -0.145, 6.135], [-0.480, 1.256, 7.290], [-1.596, 0.228, 8.162], [0.208, -1.383, 8.672], [1.262, -0.117, 8.046], [-3.706, 1.924, -2.906], [-5.066, 1.784, -2.245], [-4.923, 2.266, -0.907], [-3.373, 2.623, -0.539], [-2.780, 1.410, -0.046], [-3.309, 3.787, 0.301], [-2.901, 2.799, -2.085], [-3.661, 2.427, -3.869], [-3.218, 0.955, -2.970], [-5.280, 0.721, -2.135], [-5.889, 2.332, -2.695], [4.042, 2.564, 1.735], [4.837, 1.339, 2.195], [5.402, 0.872, 0.955], [5.797, 2.147, 0.054], [5.243, 1.975, -1.268], [7.193, 2.447, 0.134], [4.947, 3.290, 0.888], [3.725, 3.214, 2.545], [3.206, 2.195, 1.140], [4.162, 0.593, 2.618], [5.552, 1.477, 3.006], [2.243, 4.136, -1.345], [0.873, 4.796, -1.066], [1.080, 5.795, -0.074], [2.643, 6.344, -0.086], [3.249, 5.974, 1.165], [2.836, 7.668, -0.575], [3.092, 5.228, -1.188], [2.324, 3.833, -2.389], [2.465, 3.292, -0.689], [0.102, 4.091, -0.767], [0.605, 5.315, -1.988], [0.061, 2.541, 3.474], [-0.603, 3.273, 2.304], [-1.435, 4.223, 2.941], [-1.166, 4.402, 4.549], [-2.297, 3.805, 5.200], [-0.780, 5.737, 4.840], [0.145, 3.430, 4.562], [1.007, 2.047, 3.275], [-0.563, 1.660, 3.653], [-1.144, 2.500, 1.759], [0.074, 3.842, 1.665], [-4.610, 1.209, 2.860], [-3.853, 0.334, 3.863], [-3.245, -0.605, 2.992], [-4.311, -1.144, 1.901], [-5.390, -1.770, 2.601], [-3.653, -1.769, 0.802], [-4.703, 0.431, 1.672], [-3.919, 2.042, 2.709], [-5.637, 1.498, 3.068], [-4.474, -0.244, 4.556], [-3.098, 0.820, 4.476], [0.008, -4.537, -6.242], [-0.094, -5.168, -4.852], [-0.738, -6.211, -4.701], [0.280, -4.491, -3.767], [1.034, -3.243, -3.705], [-0.894, -3.957, -6.450], [-0.022, -5.293, -7.023], [0.838, -3.847, -6.386], [0.131, -4.945, -2.880], [1.018, -2.676, -4.631], [2.084, -3.461, -3.504], [0.625, -2.651, -2.887], [-3.245, -5.318, 4.228], [-1.794, -5.559, 3.809], [-1.260, -6.642, 3.975], [-1.256, -4.547, 3.099], [0.146, -4.567, 2.742], [-3.391, -5.728, 5.224], [-3.771, -5.950, 3.509], [-3.612, -4.299, 4.132], [-1.748, -3.673, 3.141], [0.716, -5.486, 2.717], [0.690, -3.864, 3.381], [0.266, -4.072, 1.772], [-0.449, -0.582, 1.504], [0.546, 0.122, 0.592], [1.221, 1.024, 1.081], [0.402, -0.132, -0.714], [1.035, 0.667, -1.745], [-0.576, -0.047, 2.438], [-0.139, -1.602, 1.741], [-1.432, -0.646, 1.038], [-0.385, -0.692, -0.993], [2.116, 0.576, -1.619], [0.820, 1.727, -1.593], [0.747, 0.341, -2.739]]}

Entry 2:
{"formula": "C4H6F2IN", "method": "ωB97M-V/def2-TZVPD", "homo_energy_ev": -7.9, "charge": 0, "lumo_ev": 0.38, "elements": ["C", "C", "C", "C", "N", "F", "F", "I", "H", "H", "H", "H", "H", "H"], "xyz": [[-0.157, -0.641, -1.171], [-0.079, -2.095, -0.982], [1.469, 1.297, -1.180], [-0.989, 0.936, 1.897], [0.703, 0.259, -1.184], [-1.219, 0.127, 2.936], [0.087, 1.653, 2.228], [-2.725, 2.129, 1.579], [-0.657, 0.221, 1.045], [0.138, -2.270, 0.043], [-1.033, -2.449, -1.281], [0.674, -2.649, -1.524], [1.952, 1.687, -0.367], [1.834, 1.793, -2.040]]}

Entry 3:
{"formula": "C12H21Br18IN2O2PS", "method": "ωB97M-V/def2-TZVPD", "homo_energy_ev": -4.6, "charge": -1, "lumo_ev": 0.86, "elements": ["C", "C", "O", "C", "P", "O", "I", "C", "N", "C", "N", "C", "S", "H", "H", "H", "H", "H", "H", "H", "H", "H", "H", "H", "H", "H", "H", "H", "C", "Br", "Br", "Br", "H", "C", "Br", "Br", "Br", "H", "C", "Br", "Br", "Br", "H", "C", "Br", "Br", "Br", "H", "C", "Br", "Br", "Br", "H", "C", "Br", "Br", "Br", "H"], "xyz": [[-3.395, -2.070, -5.288], [-3.576, -0.573, -4.562], [-3.955, -0.860, -3.170], [-3.047, -0.238, -2.196], [-1.501, -1.344, -1.769], [-0.562, 0.160, -1.852], [-1.723, -0.874, 0.673], [0.025, -2.400, -1.326], [1.338, -1.938, -1.900], [1.380, -1.936, -3.407], [-2.483, -2.833, -1.667], [-3.416, -2.747, -0.624], [-5.010, -2.620, 0.048], [-2.408, -2.557, -4.863], [-4.306, -2.710, -4.855], [-3.438, -2.019, -6.456], [-4.517, -0.089, -5.111], [-2.600, 0.073, -4.683], [-3.582, 0.040, -1.173], [-2.647, 0.801, -2.625], [-1.375, -1.585, -3.185], [-0.291, 0.350, -2.797], [-0.163, -3.508, -1.714], [0.147, -2.492, -0.156], [1.706, -1.064, -1.469], [2.510, -2.137, -3.735], [1.081, -0.921, -3.916], [0.761, -2.864, -3.794], [-6.114, 2.543, -6.627], [-7.947, 2.278, -6.031], [-4.975, 3.201, -5.194], [-5.384, 0.942, -7.456], [-6.138, 3.320, -7.399], [2.419, -0.782, 1.907], [4.257, -0.336, 2.360], [1.342, -1.113, 3.493], [1.613, 0.560, 0.751], [2.448, -1.717, 1.339], [-3.157, 3.392, 0.662], [-1.299, 3.377, 1.238], [-3.324, 3.079, -1.251], [-4.246, 2.156, 1.695], [-3.543, 4.398, 0.856], [6.444, 0.667, 6.263], [4.728, 1.387, 5.696], [7.257, -0.437, 4.883], [7.650, 2.066, 6.874], [6.249, 0.015, 7.121], [9.709, 5.657, 6.131], [8.727, 6.380, 7.646], [10.961, 4.272, 6.675], [8.517, 5.043, 4.722], [10.302, 6.478, 5.713], [-0.286, -3.279, 7.038], [1.552, -2.833, 7.492], [-1.363, -3.610, 8.624], [-1.092, -1.937, 5.883], [-0.258, -4.215, 6.470]]}

Entry 4:
{"formula": "C10H25ClFNO4S", "method": "ωB97M-V/def2-TZVPD", "homo_energy_ev": -9.5, "charge": 0, "lumo_ev": -0.11, "smiles": "CCN(Cl)S(=O)(=O)F.CCOCC.CCOCC", "elements": ["C", "C", "N", "Cl", "S", "O", "O", "F", "H", "H", "H", "H", "H", "C", "C", "O", "C", "C", "H", "H", "H", "H", "H", "H", "H", "H", "H", "H", "C", "C", "O", "C", "C", "H", "H", "H", "H", "H", "H", "H", "H", "H", "H"], "xyz": [[0.385, -4.672, 0.237], [1.670, -3.728, 0.400], [1.726, -2.862, -0.816], [3.304, -2.730, -1.496], [0.998, -1.344, -0.547], [1.730, -0.481, 0.395], [-0.420, -1.561, -0.205], [1.030, -0.600, -2.012], [0.733, -5.708, 0.024], [-0.209, -4.662, 1.180], [-0.218, -4.262, -0.609], [1.618, -3.156, 1.358], [2.569, -4.394, 0.413], [-1.177, -1.919, 4.984], [-1.335, -0.427, 5.219], [-0.348, 0.355, 4.570], [-0.318, 0.271, 3.153], [-1.598, 0.749, 2.492], [-0.158, -2.239, 5.215], [-1.874, -2.480, 5.609], [-1.374, -2.184, 3.943], [-1.228, -0.225, 6.287], [-2.338, -0.088, 4.937], [-0.067, -0.747, 2.836], [0.505, 0.909, 2.827], [-2.435, 0.080, 2.706], [-1.475, 0.788, 1.408], [-1.871, 1.742, 2.854], [-1.030, 1.957, -2.833], [0.127, 1.740, -3.793], [0.054, 2.544, -4.959], [0.091, 3.947, -4.752], [1.377, 4.429, -4.104], [-1.985, 1.867, -3.356], [-0.998, 1.225, -2.025], [-0.996, 2.952, -2.384], [0.108, 0.704, -4.137], [1.089, 1.882, -3.289], [-0.784, 4.272, -4.179], [0.002, 4.401, -5.740], [1.462, 4.081, -3.072], [1.411, 5.520, -4.090], [2.247, 4.055, -4.648]]}

Entry 5:
{"formula": "C5H9NO", "method": "ωB97M-V/def2-TZVPD", "homo_energy_ev": -9.6, "charge": 0, "lumo_ev": 1.02, "smiles": "C[C@H]1N[C@H]1CC=O", "elements": ["C", "C", "N", "C", "C", "C", "O", "H", "H", "H", "H", "H", "H", "H", "H", "H"], "xyz": [[-1.409, 0.137, 1.278], [-1.089, 0.113, -0.180], [-0.826, 1.481, -0.787], [0.142, 0.404, -0.942], [1.438, 0.271, -0.177], [1.826, -1.207, -0.161], [1.118, -2.106, -0.552], [-1.115, 1.101, 1.702], [-2.497, 0.049, 1.411], [-0.931, -0.689, 1.800], [-1.593, -0.653, -0.771], [-1.760, 1.215, -1.188], [0.205, -0.079, -1.919], [1.344, 0.602, 0.867], [2.281, 0.822, -0.607], [2.841, -1.437, 0.228]]}

Entry 6:
{"formula": "C11H19N2", "method": "ωB97M-V/def2-TZVPD", "multiplicity": 3, "homo_energy_ev": [-10.6, -12.6], "charge": 1, "lumo_ev": [-3.22, -8.05], "elements": ["C", "C", "C", "C", "C", "C", "C", "C", "C", "C", "C", "N", "N", "H", "H", "H", "H", "H", "H", "H", "H", "H", "H", "H", "H", "H", "H", "H", "H", "H", "H", "H"], "xyz": [[-1.781, 1.314, 1.170], [-2.918, 0.525, 0.621], [-1.082, -1.395, 1.284], [-0.550, -1.875, -0.057], [-0.699, -0.173, -2.076], [-0.392, 1.319, -2.168], [2.159, -1.714, 3.353], [2.980, -2.680, 3.078], [-1.532, -0.110, 0.604], [-0.770, -0.557, -0.606], [0.954, 1.620, -1.603], [1.717, 2.395, -2.400], [1.391, 1.008, -0.571], [-1.310, 2.113, 0.583], [-1.534, 1.352, 2.300], [-3.450, 0.122, 1.419], [-3.585, 0.777, -0.266], [-1.814, -2.013, 1.716], [-0.301, -1.018, 1.870], [0.480, -2.201, -0.156], [-1.153, -2.486, -0.687], [-1.651, -0.282, -2.563], [-0.105, -0.917, -2.570], [-0.446, 1.745, -3.217], [-1.105, 1.783, -1.597], [2.560, -0.781, 3.842], [1.030, -1.640, 3.171], [2.829, -3.673, 2.692], [4.016, -2.555, 3.461], [1.549, 2.498, -3.386], [2.591, 2.654, -1.871], [0.629, 0.471, -0.011]]}

Calculated max |F| (eV/A), listed in the same order as above: 3.99, 3.63, 10.44, 4.01, 2.74, 4.48